Entry 1:
Formula: C2H4Cl4
Source: OMol25
Level of theory: the ωB97M-V functional and the def2-TZVPD basis

Structure (XYZ):
```
10
Properties=species:S:1:pos:R:3:forces:R:3
C -2.193817 0.865427 -0.087210 -0.61 0.25 0.52
Cl 3.303283 0.028547 0.881030 0.26 0.20 0.10
Cl -1.042457 1.953537 0.834530 -0.92 -0.80 -1.13
H -2.916797 0.509367 0.646700 -0.05 0.48 -0.08
C 2.269823 -1.040943 -0.027420 -0.37 -0.51 -0.53
H 2.699463 -2.041413 -0.078290 0.16 0.32 -0.04
H 2.069713 -0.640543 -1.021270 0.33 0.01 0.19
H -1.715587 -0.048193 -0.440330 0.48 0.65 -0.39
Cl -3.160157 1.659517 -1.429930 1.07 -0.51 1.07
Cl 0.686533 -1.245303 0.722190 -0.36 -0.09 0.29
```
Positions in Å, forces in eV/Å.

Calculated values
LUMO level = 0.67 eV
Structure (SMILES) = ClCCl.ClCCl
Orbital gap = 11.6 eV
ΔE to the lowest compared entry with this formula, charge and spin = 6.77 kcal per mole

Entry 2:
Formula: C2H4ClFO2S
Source: OMol25
Level of theory: the ωB97M-V functional and the def2-TZVPD basis

Structure (XYZ):
```
11
Properties=species:S:1:pos:R:3:forces:R:3
O 1.766356 -0.823042 1.177192 -0.04 -0.05 0.27
C -0.404389 0.717527 0.128959 2.15 -1.50 0.15
S 1.370335 -0.191645 -0.028913 -1.45 1.65 -0.12
O 1.478074 -0.818837 -1.297995 -0.03 -0.14 -0.26
C -1.344742 -0.441933 -0.063539 -0.76 -0.10 -0.24
H -1.692801 -0.531680 -1.096136 -0.02 0.17 0.14
H -0.385438 1.120645 1.133299 0.03 0.11 0.10
H -0.428913 1.480092 -0.634469 0.06 0.11 -0.13
H -2.194597 -0.428568 0.629074 0.08 0.25 -0.24
Cl 2.486754 1.518529 -0.158052 0.18 0.25 0.02
F -0.650634 -1.601092 0.210580 -0.19 -0.75 0.31
```
Positions in Å, forces in eV/Å.

Calculated values
LUMO level = 0.22 eV
Structure (SMILES) = O=S(=O)(Cl)CCF
Orbital gap = 11.5 eV
ΔE to the lowest compared entry with this formula, charge and spin = 1.16 kcal per mole

Entry 3:
Formula: C2H4ClN
Source: OMol25
Level of theory: the ωB97M-V functional and the def2-TZVPD basis

Structure (XYZ):
```
8
Properties=species:S:1:pos:R:3:forces:R:3
H 0.998653 -1.847391 -0.699537 -2.50 0.52 0.46
Cl 2.164136 -2.047806 -0.970975 2.54 -0.52 -0.52
H 0.363974 2.183889 -0.062536 0.79 0.86 -0.41
N -0.314746 0.213380 -0.746990 -0.01 -0.37 -1.89
C -0.050693 1.219916 -0.094405 -0.73 -0.49 1.49
C -0.883433 0.260111 0.643797 3.25 0.98 -1.55
H -0.429359 -0.456761 1.214882 0.76 -1.41 1.98
H -1.848532 0.474662 0.715763 -4.10 0.42 0.44
```
Positions in Å, forces in eV/Å.

Calculated values
LUMO level = 1.10 eV
Structure (SMILES) = C1=NC1.Cl
Orbital gap = 11.3 eV
ΔE to the lowest compared entry with this formula, charge and spin = 54.71 kcal per mole

Entry 4:
Formula: C2H4ClNO
Source: OMol25
Level of theory: the ωB97M-V functional and the def2-TZVPD basis

Structure (XYZ):
```
9
Properties=species:S:1:pos:R:3:forces:R:3
N 0.744559 1.248457 -0.011690 -1.98 -1.40 2.48
H -0.645314 -1.113156 1.251056 -0.45 1.10 0.00
C -0.694763 -0.814209 0.192766 0.78 -1.49 -1.12
Cl -2.286274 0.032829 -0.317018 1.80 -0.99 0.71
H -0.555109 -1.868880 -0.227218 -0.85 1.61 -0.25
O 1.626930 -0.836074 -0.419055 -2.28 1.72 -0.64
H 0.046840 1.785787 0.521493 0.22 -0.81 -0.94
H 1.122143 1.668018 -0.761404 2.06 2.37 -2.70
C 0.640991 -0.102770 -0.228929 0.70 -2.12 2.45
```
Positions in Å, forces in eV/Å.

Calculated values
LUMO level = 0.69 eV
Structure (SMILES) = NC(=O)CCl
Orbital gap = 11.0 eV
ΔE to the lowest compared entry with this formula, charge and spin = 15.95 kcal per mole

Entry 5:
Formula: C2H4ClNO
Source: OMol25
Level of theory: the ωB97M-V functional and the def2-TZVPD basis

Structure (XYZ):
```
9
Properties=species:S:1:pos:R:3:forces:R:3
H -1.529121 -0.529972 -0.820423 -1.02 3.26 -0.25
C -0.995147 0.953246 0.206740 2.66 -2.24 0.41
H -1.061132 0.332824 1.116489 -0.30 1.06 -0.23
Cl 2.446354 0.624154 -0.200034 1.91 1.00 -0.24
N 0.879750 -1.450523 0.160655 -0.08 -1.62 0.18
H 1.606133 -2.218268 0.061259 -0.64 1.72 0.03
O -1.723828 0.522817 -0.836037 1.21 -3.41 0.18
C 1.054684 -0.228234 0.135454 -3.40 0.47 -0.29
H -0.677694 1.993960 0.175897 -0.34 -0.24 0.21
```
Positions in Å, forces in eV/Å.

Calculated values
LUMO level (alpha / beta) = 0.30 / 0.30 eV
Orbital gap (alpha / beta) = 8.3 / 8.3 eV
ΔE to the lowest compared entry with this formula, charge and spin = 92.45 kcal per mole

Entry 6:
Formula: C2H4ClNO2
Source: OMol25
Level of theory: the ωB97M-V functional and the def2-TZVPD basis

Structure (XYZ):
```
10
Properties=species:S:1:pos:R:3:forces:R:3
C 0.229275 -0.733739 -0.070953 -0.76 -0.66 0.44
H -1.447306 0.655184 -0.127248 -0.08 -0.06 -0.01
Cl 2.872312 0.157068 0.095156 -2.61 0.07 -0.66
H -1.633230 -0.773413 0.925880 0.01 -0.02 0.01
C -1.248150 -0.406493 -0.024008 -0.02 0.04 0.00
O 0.645695 1.623959 -0.295967 -0.33 0.56 0.08
H -1.753147 -0.947816 -0.820009 0.03 -0.06 -0.04
O 0.680571 -1.837951 0.070800 0.01 -0.04 0.06
H 0.633427 1.926245 0.634204 0.08 -0.43 -0.15
N 1.020550 0.336955 -0.387851 3.67 0.60 0.26
```
Positions in Å, forces in eV/Å.

Calculated values
LUMO level = -0.63 eV
Structure (SMILES) = CC(=O)N(O)Cl
Orbital gap = 9.5 eV
ΔE to the lowest compared entry with this formula, charge and spin = 63.46 kcal per mole

What did the first record say?
Formula: C2H4Cl4
Source: OMol25
Level of theory: the ωB97M-V functional and the def2-TZVPD basis

Structure (XYZ):
```
10
Properties=species:S:1:pos:R:3:forces:R:3
C -2.193817 0.865427 -0.087210 -0.61 0.25 0.52
Cl 3.303283 0.028547 0.881030 0.26 0.20 0.10
Cl -1.042457 1.953537 0.834530 -0.92 -0.80 -1.13
H -2.916797 0.509367 0.646700 -0.05 0.48 -0.08
C 2.269823 -1.040943 -0.027420 -0.37 -0.51 -0.53
H 2.699463 -2.041413 -0.078290 0.16 0.32 -0.04
H 2.069713 -0.640543 -1.021270 0.33 0.01 0.19
H -1.715587 -0.048193 -0.440330 0.48 0.65 -0.39
Cl -3.160157 1.659517 -1.429930 1.07 -0.51 1.07
Cl 0.686533 -1.245303 0.722190 -0.36 -0.09 0.29
```
Positions in Å, forces in eV/Å.

Calculated values
LUMO level = 0.67 eV
Structure (SMILES) = ClCCl.ClCCl
Orbital gap = 11.6 eV
ΔE to the lowest compared entry with this formula, charge and spin = 6.77 kcal per mole

- Which value of ΔE to the lowest compared entry with this formula, charge and spin does entry 2 give?
  1.16 kcal per mole